Entry from OMol25: a cluster of 18 separate species, C30H96N12O30 in total (the ωB97M-V functional and the def2-TZVPD basis).

```
168
Properties=species:S:1:pos:R:3:forces:R:3:lowdin_charge:R:1
C 11.6346 6.8468 18.3506 3.345 3.294 0.628 -0.677
O 10.6702 6.1934 18.3832 -3.549 -2.724 -0.225 0.069
N 12.0220 7.5729 19.5245 -0.358 -0.753 -2.422 0.141
N 12.4046 7.0636 17.1999 0.621 0.818 2.755 0.156
H 12.9509 7.9178 19.6101 0.421 0.232 0.320 0.054
H 11.4327 7.3628 20.2994 0.147 -0.089 0.497 0.080
H 11.9690 6.7460 16.3660 -0.066 0.199 -0.730 0.076
H 13.0054 7.8986 17.3046 -0.523 -0.705 -0.922 0.068
C 11.9545 13.4949 16.7081 0.598 -2.513 -2.027 -0.588
O 10.8540 13.0265 16.3730 0.100 1.097 0.854 -0.012
N 12.1475 14.5450 17.5642 -0.122 -1.649 -0.900 0.188
N 13.0821 12.8488 16.1461 -0.778 2.743 1.990 0.178
H 11.3126 15.0203 17.8356 0.015 0.434 0.150 0.108
H 13.0723 14.9162 17.5641 0.291 0.700 0.270 0.058
H 12.9343 12.1149 15.4825 -0.068 -0.268 -0.075 0.047
H 13.9858 13.1150 16.5204 -0.001 -0.442 -0.439 0.060
C 15.9244 15.6467 16.5082 -0.477 0.231 -1.613 -0.566
O 15.2766 14.8499 17.2067 0.505 0.348 0.206 -0.036
N 16.7196 16.6653 16.9358 -0.936 -0.731 -1.146 0.192
N 15.7996 15.5168 15.0864 0.134 -0.216 2.506 0.168
H 17.0059 17.2540 16.1733 0.483 0.205 0.420 0.100
H 17.0278 16.8340 17.8928 -0.154 -0.382 0.026 0.077
H 15.0022 14.9496 14.8149 0.302 0.270 -0.227 0.082
H 16.1737 16.2140 14.4706 -0.171 0.011 -0.180 0.082
C 9.3546 13.8175 11.7768 -0.152 1.263 0.772 -0.657
O 9.6562 14.8197 11.1465 -0.702 -0.470 -0.603 0.020
N 10.1893 13.4105 12.7868 -0.703 -1.524 -0.044 0.165
N 8.1500 13.1182 11.6666 0.286 0.493 -0.751 0.147
H 11.0867 13.8414 12.9128 -0.035 0.157 -0.246 0.100
H 10.0850 12.4549 13.0952 0.190 0.036 0.528 0.064
H 7.3906 13.5154 11.1177 0.789 0.059 0.123 0.106
H 7.8380 12.4453 12.3368 0.329 -0.099 0.439 0.084
C 14.4281 10.6755 18.6149 -0.501 -0.729 -0.826 -0.530
O 14.3014 9.5343 18.0755 0.308 1.415 0.955 -0.051
N 13.3078 11.4096 18.9666 2.021 0.140 0.451 0.185
N 15.6652 11.2804 18.8533 -2.496 -0.684 0.019 0.213
H 12.3426 11.1281 18.8627 0.555 -0.381 -0.197 0.117
H 13.5209 12.2889 19.4280 -0.467 0.006 -0.153 0.070
H 15.6388 12.2132 19.2119 0.249 0.435 0.194 0.063
H 16.5328 10.8700 18.5724 0.085 -0.281 -0.346 0.068
C 19.7580 14.1303 9.5603 -2.254 -0.397 -0.303 -0.632
O 19.3806 15.3051 9.5725 0.841 -0.468 -0.353 -0.012
N 19.5518 13.3556 8.4102 0.669 0.855 0.874 0.149
N 20.0669 13.5413 10.7553 0.355 -0.150 0.569 0.170
H 19.5983 12.3717 8.2500 0.352 -0.315 0.670 0.086
H 19.2256 13.8796 7.6297 -0.118 0.417 -0.257 0.086
H 20.4889 12.6622 11.0344 0.081 0.010 -0.868 0.071
H 20.0335 14.1990 11.5198 0.022 0.042 -0.275 0.065
C 17.3189 7.5850 17.2200 0.313 0.331 1.351 -0.180
C 17.1016 6.7062 18.4882 0.079 -0.606 -0.282 -0.181
O 17.3171 7.4852 19.7014 -0.003 -0.145 -1.613 -0.088
O 16.7269 8.8706 17.3994 0.053 -0.185 0.103 -0.142
H 17.1385 7.1700 16.2451 -1.060 -0.734 -0.222 0.094
H 18.3936 7.7260 17.1419 0.324 0.538 0.386 0.119
H 17.8243 5.8819 18.4276 -0.007 0.244 0.291 0.117
H 16.1169 6.2213 18.5729 0.040 0.399 -0.305 0.115
H 16.9987 8.3346 19.3524 0.061 0.330 0.595 0.050
H 15.7423 8.8974 17.5824 0.360 -0.214 -0.295 0.054
C 20.4333 10.4205 13.9258 -0.423 0.689 0.279 -0.245
C 21.8144 10.9358 13.5986 0.273 -1.067 -0.429 -0.210
O 21.7257 11.8164 12.4778 0.257 0.787 0.562 -0.094
O 19.7439 9.9944 12.7774 -0.494 -1.205 -0.092 -0.057
H 19.8198 11.1738 14.4535 0.354 -0.038 -0.055 0.093
H 20.5052 9.5631 14.5879 -0.011 -0.139 0.078 0.128
H 22.4371 10.0820 13.2797 -0.232 0.253 -0.020 0.127
H 22.3210 11.3406 14.4824 -0.242 0.387 -0.201 0.117
H 21.8293 12.7198 12.8228 0.036 -0.107 -0.098 0.057
H 19.7189 10.6275 12.0631 0.384 0.567 0.155 0.063
C 14.8934 14.5902 22.0918 0.581 0.249 1.359 -0.294
C 14.5021 15.0731 20.7770 -0.186 1.194 -1.466 -0.246
O 14.7714 14.0460 19.8321 0.288 -0.007 -0.771 -0.122
O 14.2009 13.4731 22.5063 -0.844 -1.113 0.778 -0.029
H 14.6985 15.3255 22.8844 0.229 0.151 -0.393 0.138
H 15.9733 14.4141 22.0232 0.128 -0.087 0.297 0.119
H 15.1538 15.9537 20.6155 -0.383 -0.174 -0.395 0.125
H 13.4465 15.3519 20.6638 0.097 0.094 0.392 0.129
H 14.8864 14.4562 18.9443 0.145 -0.248 0.400 0.040
H 14.4312 12.7031 21.9915 0.164 -0.204 -0.334 0.078
C 20.9833 15.6697 13.7499 0.149 -0.139 0.272 -0.206
C 19.5250 15.3665 14.0643 -0.067 -0.201 0.754 -0.222
O 19.2327 15.4485 15.4780 0.379 0.796 -0.501 -0.085
O 21.8248 14.5197 13.9701 -0.672 0.116 -0.349 -0.071
H 21.3233 16.4979 14.3957 -0.201 -0.203 -0.329 0.133
H 21.0958 15.9667 12.6987 -0.129 0.006 0.166 0.119
H 19.2587 14.3661 13.6940 -0.015 0.253 -0.131 0.108
H 18.9229 16.1418 13.5644 -0.017 -0.340 0.119 0.120
H 19.0736 14.6203 15.9361 0.047 -0.347 -0.555 0.042
H 22.4407 14.7544 14.6528 0.498 -0.088 0.430 0.076
C 16.2424 7.8879 12.1280 -0.620 0.096 1.433 -0.248
C 15.9712 7.6161 13.6179 1.598 1.661 -0.350 -0.253
O 16.3710 6.2683 13.8680 -1.248 0.570 0.760 -0.058
O 15.3565 6.9955 11.4822 0.538 0.348 -1.085 -0.055
H 17.3059 7.7143 11.9324 -0.095 -0.625 0.090 0.122
H 16.1520 8.9400 11.8221 -0.717 -0.022 0.146 0.102
H 14.9837 7.8391 14.0193 -0.527 -0.324 -0.724 0.115
H 16.5427 8.3967 14.1523 0.566 -0.718 0.338 0.098
H 15.4996 5.8689 14.0442 0.892 -0.447 -0.116 0.100
H 15.9080 6.5796 10.8200 -0.379 -0.448 -0.392 0.084
C 11.8890 10.5272 11.6944 1.754 -0.096 -0.066 -0.175
C 12.8345 10.1151 12.8456 -0.368 1.034 -0.525 -0.192
O 12.9095 11.2167 13.7392 0.381 -0.060 0.613 -0.119
O 12.3307 11.8189 11.1813 -0.315 -1.025 0.440 -0.078
H 10.8752 10.5257 12.0680 -0.362 0.113 -0.182 0.106
H 12.0965 9.7923 10.9143 -0.704 -0.038 -0.191 0.119
H 13.8414 9.9502 12.4308 -0.225 -0.400 0.082 0.114
H 12.4384 9.2684 13.4081 0.125 -0.088 -0.241 0.110
H 13.0981 11.9807 13.1778 0.013 0.393 -0.067 0.053
H 11.5843 12.4270 11.1713 -0.035 -0.005 0.063 0.060
C 10.0948 9.8462 15.7710 -1.442 -0.392 -0.851 -0.251
C 9.4899 8.5569 15.2210 0.521 -0.038 -1.735 -0.167
O 10.3586 7.9743 14.1554 -0.279 0.489 0.953 -0.107
O 9.8067 10.9059 14.8930 0.184 0.866 -0.578 -0.111
H 11.1582 9.7397 15.8590 0.698 -0.256 0.507 0.104
H 9.5774 10.0707 16.7004 0.339 -0.243 0.588 0.124
H 8.4750 8.7121 14.8090 0.490 0.204 0.232 0.125
H 9.4134 7.8135 15.9890 0.103 -0.441 0.518 0.093
H 9.9299 7.9046 13.2946 -0.291 0.215 0.446 0.073
H 10.2095 11.7116 15.2922 -0.215 -0.295 -0.111 0.034
C 21.9465 13.1391 17.4181 0.094 -0.352 1.876 -0.224
C 20.5637 12.6521 17.2228 -1.594 -0.020 -1.345 -0.278
O 20.4071 11.2897 17.5259 -0.153 -0.296 -0.054 -0.068
O 22.3620 12.8666 18.7548 0.047 1.104 0.605 -0.056
H 21.9376 14.2159 17.2335 0.383 -0.040 0.116 0.124
H 22.7037 12.6131 16.8752 0.042 -0.104 -1.538 0.112
H 20.2956 12.8793 16.1893 0.262 -0.460 -0.831 0.091
H 19.7579 13.2215 17.6937 0.481 0.317 1.029 0.105
H 19.4826 11.0568 17.2654 0.537 0.025 -0.040 0.066
H 22.2406 11.9286 18.9033 -0.142 -0.304 0.045 0.080
C 16.0849 14.6641 11.4067 -0.511 0.346 -0.428 -0.190
C 14.9478 13.6094 11.5308 2.210 0.384 -1.170 -0.271
O 14.0347 13.9134 12.5082 -0.710 -0.080 1.732 -0.071
O 15.4642 16.0146 11.3102 1.957 -1.061 -0.145 -0.098
H 16.6806 14.4405 10.4946 -0.459 0.206 0.369 0.116
H 16.8120 14.6157 12.2441 -0.607 0.134 -0.064 0.097
H 15.4949 12.6716 11.7883 -0.775 0.326 -0.280 0.122
H 14.4350 13.5363 10.5666 0.227 -0.292 -0.026 0.123
H 13.8320 14.8478 12.4638 -0.118 0.401 -0.185 0.090
H 16.2144 16.5704 10.9870 -1.108 -0.376 0.325 0.098
C 19.1967 15.0411 20.7095 1.109 -2.318 -0.047 -0.262
C 18.5056 15.1388 19.3993 -0.904 0.981 0.731 -0.199
O 17.7149 16.3611 19.5273 0.058 -0.408 -0.831 -0.107
O 19.8693 16.2328 21.0113 0.000 0.834 0.476 -0.042
H 19.8754 14.1867 20.6332 0.381 0.038 0.047 0.117
H 18.5467 14.7310 21.5274 -0.268 0.719 0.049 0.126
H 17.8779 14.2698 19.2137 -0.375 0.151 0.093 0.117
H 19.2430 15.1599 18.5985 0.048 0.564 -0.307 0.103
H 18.2361 16.9429 20.1118 -0.176 -0.292 -0.176 0.090
H 20.4231 16.5036 20.2687 0.113 -0.295 0.087 0.106
C 19.2657 9.7829 21.6524 -0.314 -0.788 1.465 -0.267
C 18.3883 10.7784 21.0215 -0.562 0.439 -0.534 -0.280
O 19.1499 11.5740 20.1609 -0.071 1.017 -0.941 -0.068
O 19.8397 8.9078 20.7106 0.327 0.029 -0.040 -0.045
H 18.6337 9.2956 22.4106 0.282 -0.544 -0.054 0.126
H 20.0736 10.2644 22.2092 0.068 0.012 -0.271 0.128
H 17.8419 11.4076 21.7340 0.605 0.222 0.188 0.127
H 17.5484 10.2842 20.5239 0.093 -0.313 -0.424 0.091
H 19.6231 11.0459 19.4879 -0.256 0.066 0.481 0.071
H 19.1642 8.3306 20.3321 -0.284 -0.088 0.081 0.059
C 17.3411 12.1139 15.5750 -0.201 -1.451 -0.306 -0.168
C 16.3190 11.4813 14.6263 -0.241 0.623 0.553 -0.215
O 15.3978 10.8620 15.4943 -1.254 -0.604 -0.771 -0.081
O 17.9015 11.0596 16.4198 -0.268 1.650 -1.084 -0.095
H 16.8716 12.8790 16.1940 0.130 0.150 -0.093 0.108
H 18.0980 12.4496 14.8982 0.926 0.846 0.018 0.083
H 16.8058 10.7689 13.9469 0.102 -0.062 0.132 0.116
H 15.7973 12.2326 14.0096 0.345 0.096 0.188 0.110
H 14.5778 10.6794 14.9756 0.605 0.136 0.566 0.082
H 17.2221 10.3834 16.3667 -0.176 -1.030 0.721 0.034
```
Positions in Å, forces in eV/Å.

Output
M = 1105.15 g mol⁻¹
Orbital gap = 9.50 eV
Strongest force on any atom = 4.736 eV/A
Energy relative to the best compared isomer or geometry (same formula, charge and spin) = 0.0 kcal/mol
Energy = -4114.982304 hartree